(1)
# C14H27IrN5

A structure of composition C14H27IrN5 at a distorted geometry (ωB97M-V/def2-TZVPD, OMol25).

Last column: Löwdin charge in e.
Geometry (Å):
Ir1 0.1059 -0.0938 0.4170  1.1830
N1 -1.7023 -1.5797 1.0344  -0.0685
C1 -2.0057 -1.4711 2.4654  -0.2246
C2 -0.6930 -1.3497 3.2337  -0.1837
N2 0.0837 -0.1763 2.7989  -0.2743
C3 -0.5097 1.0682 3.3343  -0.1550
C4 -0.5595 2.2343 2.3334  -0.2225
N3 -1.1424 1.8147 1.0516  -0.0655
C5 1.4941 -0.3568 3.1932  -0.1890
C6 2.3979 0.6993 2.5721  -0.2198
N4 2.2696 0.6420 1.1042  -0.0755
H1 -2.5522 -1.4805 0.4845  0.0975
H2 -1.3330 -2.5080 0.8367  0.0904
H3 -2.5546 -2.3438 2.8345  0.1337
H4 -2.6347 -0.5951 2.6247  0.1092
H5 -0.1015 -2.2464 3.0369  0.1272
H6 -0.8855 -1.3170 4.3114  0.1444
H7 0.0368 1.4036 4.2216  0.1407
H8 -1.5308 0.8557 3.6575  0.1219
H9 0.4388 2.6235 2.1259  0.1011
H10 -1.1412 3.0465 2.7899  0.1341
H11 -1.0915 2.5843 0.3867  0.0912
H12 -2.1267 1.5746 1.1602  0.0977
H13 1.8186 -1.3420 2.8435  0.1260
H14 1.6078 -0.3442 4.2844  0.1429
H15 3.4322 0.5224 2.8871  0.1353
H16 2.1104 1.6895 2.9252  0.1076
H17 2.8906 -0.0857 0.7475  0.0946
H18 2.5968 1.5164 0.6974  0.0961
C7 -0.0625 2.2358 -2.8224  -0.0152
C8 -0.0137 0.9680 -3.5993  -0.1317
C9 0.0421 0.9310 -4.9714  0.0578
C10 0.1252 -0.2714 -5.6743  0.0033
C11 0.1644 -1.4749 -4.9698  0.0618
C12 0.1189 -1.5209 -3.5969  -0.1313
C13 0.1930 -2.7942 -2.8328  -0.0078
C14 -0.0086 -0.2793 -2.8418  -0.3431
N5 -0.1194 -0.2716 -1.5739  -0.0795
H19 -0.0239 3.0971 -3.4823  0.0949
H20 0.7729 2.2796 -2.1216  0.0929
H21 -0.9792 2.2772 -2.2334  0.0926
H22 0.0259 1.8602 -5.5229  0.1442
H23 0.1726 -0.2704 -6.7532  0.1275
H24 0.2348 -2.4019 -5.5203  0.1451
H25 0.2827 -3.6425 -3.5039  0.0944
H26 -0.6950 -2.9238 -2.2137  0.0968
H27 1.0519 -2.7815 -2.1604  0.1015

Electronic energy in a.u.: -927.0694
Max |F| in eV/A: 4.42
Energy above the lowest of the compared OMol25 structures with the same formula, charge and spin in kcal per mole: 31.8
⟨S²⟩: 8.803
Charge: +2
2S+1: 6

---

(2)
# C46H48AsBiN3O

A structure of composition C46H48AsBiN3O at a distorted geometry (ωB97M-V/def2-TZVPD, OMol25).

Last column: Löwdin charge in e.
Geometry (Å):
Bi1 -0.7295 -0.1642 0.1409  1.8355
N1 0.3206 -2.9178 2.3805  0.0941
N2 0.2756 -2.2257 -1.3082  -0.1468
C1 0.7953 2.0382 -0.4575  -0.3197
C2 1.8870 1.1639 -0.1393  -0.2951
C3 1.7287 0.7080 1.2067  -0.3087
C4 2.5943 -0.2460 1.9564  -0.0696
H1 3.3581 -0.7241 1.3106  0.0660
H2 2.0541 -1.0785 2.4752  0.0641
H3 3.1444 0.3244 2.7371  0.0809
C5 0.5422 1.3146 1.7478  -0.3696
C6 -0.0259 1.0435 3.0886  -0.1126
H4 0.3684 1.7448 3.8351  0.0910
H5 0.1734 -0.0016 3.4331  0.0420
H6 -1.1360 1.1563 3.1104  0.0288
C7 -0.0570 2.1445 0.7053  -0.4089
C8 -1.3746 2.8479 0.7890  -0.0940
H7 -2.1356 2.3569 1.4431  0.0668
H8 -1.8644 3.0094 -0.1994  0.0669
H9 -1.1670 3.8462 1.2182  0.0798
C9 2.9590 0.7283 -1.0770  -0.0649
H10 3.8476 1.3774 -0.9163  0.0793
H11 2.6918 0.8233 -2.1533  0.0538
H12 3.3133 -0.3217 -0.9446  0.0740
C10 0.5232 2.6709 -1.7783  -0.0598
H13 -0.5545 2.8402 -2.0128  0.0699
H14 0.9254 2.1172 -2.6555  0.0634
H15 1.0086 3.6701 -1.7789  0.0818
C11 -0.3391 -3.6087 3.3169  -0.1870
H16 0.1293 -3.6300 4.2983  0.0961
C12 -1.5593 -4.2442 3.0845  -0.1275
H17 -2.0573 -4.7609 3.8864  0.0881
C13 -2.1198 -4.1994 1.8163  -0.1299
H18 -3.0585 -4.6761 1.5764  0.0944
C14 -1.4529 -3.5125 0.8189  -0.0831
H19 -1.8292 -3.3953 -0.1986  0.0974
C15 -0.1769 -2.9711 1.1210  -0.3683
C16 0.6450 -2.3341 0.0794  -0.2114
H20 1.6861 -2.1043 0.3556  0.0907
C17 -0.0295 -0.9783 -1.8262  -0.3112
C18 0.2579 -3.1650 -2.3301  -0.0273
H21 0.4501 -4.1862 -2.1221  0.1087
C19 -0.0287 -2.4840 -3.4854  -0.0453
H22 -0.1456 -2.7882 -4.4943  0.1018
N3 -0.2368 -1.1465 -3.1312  -0.0439
C20 -0.4562 -0.0106 -4.0251  -0.1118
C21 0.5772 0.3804 -4.8981  -0.2044
C22 0.3401 1.4703 -5.7489  -0.0112
H23 1.1200 1.7397 -6.4385  0.1089
C23 -0.8578 2.1729 -5.7020  -0.2729
C24 -1.0973 3.3151 -6.6521  -0.0614
H24 -1.6382 4.1356 -6.1678  0.0772
H25 -1.6988 3.0077 -7.5181  0.0806
H26 -0.1564 3.7156 -7.0420  0.0729
C25 -1.8495 1.8068 -4.7919  -0.0072
H27 -2.7844 2.3483 -4.7488  0.1149
C26 -1.6581 0.7268 -3.9151  -0.1938
C27 -2.7047 0.3545 -2.9088  -0.0726
H28 -2.8302 -0.7277 -2.7851  0.0802
H29 -3.6771 0.7575 -3.2171  0.0758
H30 -2.5014 0.7906 -1.9137  0.0215
C28 1.8632 -0.3785 -4.9191  -0.0443
H31 1.7997 -1.2987 -5.5134  0.0825
H32 2.2352 -0.6527 -3.9225  0.0764
H33 2.6341 0.2402 -5.3807  0.0775
O1 -1.7667 -0.7968 2.0058  -0.7530
As1 -2.2516 -0.9721 3.6999  1.2841
C29 -2.9342 0.7130 4.4445  -0.3279
C30 -3.9787 1.4205 3.8273  -0.0981
C31 -4.4550 2.5979 4.4261  -0.0987
C32 -3.8964 3.0692 5.6207  -0.1138
C33 -2.8609 2.3552 6.2268  -0.0956
C34 -2.3871 1.1795 5.6468  -0.1052
C35 -3.9188 -1.9694 3.8448  -0.3139
C36 -4.6281 -2.5935 2.8052  -0.1037
C37 -5.8106 -3.2838 3.1058  -0.1014
C38 -6.2962 -3.3357 4.4169  -0.1159
C39 -5.6045 -2.6822 5.4413  -0.0995
C40 -4.4310 -1.9902 5.1506  -0.1431
C41 -1.0001 -1.6076 5.2606  -0.2987
C42 -1.4521 -2.7343 5.9641  -0.1671
C43 -0.7257 -3.2550 7.0468  -0.1063
C44 0.4644 -2.6475 7.4511  -0.1274
C45 0.9110 -1.5124 6.7758  -0.1053
C46 0.1833 -0.9897 5.7000  -0.1378
H34 -4.4250 1.0521 2.8966  0.1092
H35 -5.2680 3.1578 3.9573  0.0950
H36 -4.2606 3.9933 6.0869  0.0938
H37 -2.4098 2.7040 7.1593  0.0984
H38 -1.5838 0.6254 6.1395  0.0864
H39 -4.2486 -2.5420 1.7815  0.0957
H40 -6.3586 -3.7920 2.3043  0.0971
H41 -7.2181 -3.8803 4.6498  0.0921
H42 -5.9726 -2.7033 6.4700  0.0971
H43 -3.8903 -1.4729 5.9533  0.1006
H44 -2.3732 -3.2562 5.6664  0.0848
H45 -1.0887 -4.1385 7.5706  0.0920
H46 1.0450 -3.0513 8.2911  0.0907
H47 1.8245 -1.0070 7.0843  0.0939
H48 0.5728 -0.0562 5.2609  0.0819

Electronic energy in a.u.: -4471.3312
Max |F| in eV/A: 2.53
Charge: -1

---

(3)
# CH4NO

The ion CH4NO with charge -1 at a distorted geometry (ωB97M-V/def2-TZVPD, OMol25).

Last column: Löwdin charge in e.
Geometry (Å):
N1 -0.5388 0.7110 -0.4076  -0.0720
C1 0.1864 -0.6258 0.0794  -0.6745
O1 -0.2318 -1.7318 -0.4204  -0.3196
H1 0.1765 1.3246 -0.7678  -0.0204
H2 -0.9133 1.1818 0.4154  -0.0117
H3 0.0578 -0.5131 1.2092  0.0505
H4 1.2633 -0.3468 -0.1082  0.0477

Electronic energy in a.u.: -170.4659
Max |F| in eV/A: 1.40
Energy above the lowest of the compared OMol25 structures with the same formula, charge and spin in kcal per mole: 8.9
Charge: -1
SMILES: NC[O-]

---

(4)
# C2H2ClFO

A cluster of 2 separate species, C2H2ClFO in total at a distorted geometry (ωB97M-V/def2-TZVPD, OMol25).

Last column: Löwdin charge in e.
Geometry (Å):
C1 -0.3608 0.2703 -1.5209  -0.1487
C2 2.5019 0.3087 0.4458  -0.4510
O1 -1.1249 1.1704 -1.3774  0.0241
F1 3.3094 0.4384 1.6142  -0.1825
Cl1 3.5433 -0.5908 -0.5045  0.6459
H1 -0.6578 -0.7169 -1.8546  0.0752
H2 0.7344 0.3151 -1.3766  0.0369

Electronic energy in a.u.: -712.4841
Max |F| in eV/A: 4.61
Energy above the lowest of the compared OMol25 structures with the same formula, charge and spin in kcal per mole: 35.4
⟨S²⟩: 2.005
2S+1: 3

---

(5)
# C39H28AuF5NO3P2S2

A structure of composition C39H28AuF5NO3P2S2 (ωB97M-V/def2-TZVPD, OMol25).

Last column: Löwdin charge in e.
Geometry (Å):
Au1 0.0341 -1.0269 -0.6550  0.6173
C1 1.2853 -1.7656 2.5612  -0.3714
C2 2.4033 -1.4386 1.5655  -0.3684
P1 2.0696 -1.9098 -0.1657  0.8732
C3 3.4858 -1.3284 -1.1150  -0.3530
C4 4.7328 -1.9127 -0.8889  -0.0761
C5 5.8422 -1.4602 -1.5817  -0.0626
C6 5.7107 -0.4292 -2.5039  -0.0611
C7 4.4714 0.1459 -2.7380  -0.0629
C8 3.3561 -0.3034 -2.0458  -0.1099
C9 2.0859 -3.7101 -0.2633  -0.3627
C10 2.5734 -4.5102 0.7664  -0.0889
C11 2.5966 -5.8902 0.6190  -0.0622
C12 2.1376 -6.4717 -0.5526  -0.0607
C13 1.6509 -5.6772 -1.5835  -0.0631
C14 1.6206 -4.3016 -1.4391  -0.0947
P2 -0.3493 -1.0528 2.0735  1.0063
C15 -0.0795 0.7386 2.2273  -0.4274
C16 -0.5255 1.5368 1.0261  -0.6139
C17 -0.7727 3.0047 1.3980  -0.2485
C18 0.3370 3.5592 2.2524  -0.0266
C19 0.9553 2.7626 3.1234  -0.0573
C20 0.6345 1.3398 3.1873  -0.0859
C21 -1.4051 -1.5603 3.4639  -0.3690
C22 -1.8320 -0.6973 4.4689  -0.0826
C23 -2.6430 -1.1684 5.4927  -0.0721
C24 -3.0265 -2.5001 5.5240  -0.0740
C25 -2.6094 -3.3646 4.5203  -0.0759
C26 -1.8131 -2.8946 3.4896  -0.1090
H1 1.5689 -1.4066 3.5527  0.0884
H2 1.1307 -2.8435 2.6470  0.0714
H3 3.3503 -1.8911 1.8701  0.0903
H4 2.5656 -0.3575 1.5178  0.0745
H5 4.8357 -2.7291 -0.1831  0.1087
H6 6.8086 -1.9136 -1.4074  0.1120
H7 6.5790 -0.0785 -3.0457  0.1122
H8 4.3704 0.9434 -3.4617  0.1109
H9 2.3852 0.1381 -2.2297  0.0486
H10 2.9432 -4.0700 1.6832  0.0989
H11 2.9768 -6.5090 1.4206  0.1124
H12 2.1576 -7.5475 -0.6644  0.1126
H13 1.2928 -6.1318 -2.4971  0.1122
H14 1.2369 -3.6809 -2.2411  0.1005
H15 -1.4615 1.1378 0.6294  0.0837
H16 -1.6602 2.9724 2.0462  0.1663
H17 0.5621 4.6157 2.2047  0.1240
H18 1.7005 3.1589 3.8002  0.1117
H19 1.0287 0.7670 4.0202  0.1125
H20 -1.5395 0.3439 4.4529  0.0924
H21 -2.9740 -0.4901 6.2681  0.1086
H22 -3.6567 -2.8642 6.3243  0.1086
H23 -2.9164 -4.4020 4.5337  0.1082
H24 -1.5159 -3.5686 2.6931  0.1025
O1 -4.6806 0.5345 -4.0276  -0.2038
S1 -5.3103 0.2881 -2.5248  1.1831
O2 -4.8995 1.8787 -2.3898  -0.2197
N1 -4.2332 -0.4983 -1.7323  -0.1453
C27 -2.9329 -0.0767 -1.8888  -0.4461
O3 -2.0459 -0.6493 -1.2544  -0.0978
C28 -2.6742 1.0637 -2.8115  -0.0542
C29 -1.4417 1.5455 -3.1185  -0.0030
C30 -1.3046 2.6135 -4.0280  0.0007
C31 -2.4428 3.2064 -4.6294  -0.0411
C32 -3.6967 2.7725 -4.3538  0.0556
C33 -3.8974 1.6444 -3.4431  -0.4864
H25 -0.5652 1.1216 -2.6476  0.0508
H26 -0.3187 2.9876 -4.2670  0.1216
H27 -2.3037 4.0325 -5.3140  0.1246
H28 -4.5818 3.2165 -4.7877  0.1415
F1 -2.3700 5.9984 -3.1169  0.1388
C34 -1.9837 5.3069 -2.0495  -0.1464
C35 -0.6471 5.2652 -1.6962  -0.1386
F2 0.2531 5.9115 -2.4324  0.1362
C36 -0.2523 4.5341 -0.5882  -0.1746
F3 1.0524 4.5100 -0.3016  0.1004
C37 -1.1581 3.8318 0.1946  -0.0623
S2 0.7477 1.3368 -0.2916  0.6732
C38 -2.4875 3.8798 -0.2048  -0.1488
F4 -3.4072 3.1976 0.4897  0.1178
C39 -2.9139 4.6073 -1.3010  -0.1393
F5 -4.1999 4.6326 -1.6451  0.1342

Electronic energy in a.u.: -3897.1969
Max |F| in eV/A: 0.12
Energy above the lowest of the compared OMol25 structures with the same formula, charge and spin in kcal per mole: 51.7
⟨S²⟩: 2.048
Charge: +1
2S+1: 3

---

(6)
# C20H21NO4

The molecule C20H21NO4 (ωB97M-V/def2-TZVPD, OMol25).

Last column: Löwdin charge in e.
Geometry (Å):
C1 4.4692 1.0089 -3.7333  0.0730
C2 3.5783 1.9473 -3.4658  -0.3347
C3 3.6901 3.3517 -3.9787  -0.0613
C4 2.3578 1.7206 -2.6102  -0.1715
O1 2.2022 0.3568 -2.2868  -0.0666
C5 1.1152 -0.0144 -1.5399  -0.1690
C6 0.1861 0.8950 -1.0475  -0.0004
C7 -0.9116 0.4986 -0.3029  -0.0147
C8 -1.1110 -0.8430 -0.0310  -0.1492
C9 -2.2665 -1.3434 0.8230  -0.2574
N1 -3.4162 -0.4746 0.7833  0.1480
C10 -3.5236 0.6533 1.5422  -0.4591
O2 -4.3908 1.4801 1.3490  0.0755
C11 -2.5388 0.7085 2.6458  -0.0775
C12 -2.4447 1.8305 3.4610  -0.0057
C13 -1.5851 1.8363 4.5414  -0.0814
C14 -0.8260 0.7088 4.8215  -0.0724
C15 -0.9049 -0.4134 4.0181  0.0072
C16 -1.7528 -0.4149 2.9168  -0.2014
O3 -1.8293 -1.5418 2.1547  0.0429
C17 -0.1893 -1.7606 -0.5087  0.0577
C18 0.9205 -1.3835 -1.2577  -0.1749
O4 1.6931 -2.4310 -1.6418  -0.0310
C19 2.9040 -2.2569 -2.3567  -0.2546
C20 3.5031 -3.6403 -2.5620  -0.0594
H1 5.3303 1.2141 -4.3456  0.0652
H2 4.3697 0.0086 -3.3553  0.0446
H3 3.6623 4.0626 -3.1537  0.0830
H4 4.6180 3.4863 -4.5263  0.0775
H5 2.8570 3.5810 -4.6424  0.0836
H6 2.4601 2.3196 -1.6910  0.1439
H7 1.4724 2.0828 -3.1551  0.1414
H8 0.3063 1.9478 -1.2419  0.1050
H9 -1.6032 1.2491 0.0469  0.1140
H10 -2.5666 -2.3421 0.4778  0.1641
H11 -4.0477 -0.5635 0.0020  0.1613
H12 -3.0681 2.6806 3.2281  0.1210
H13 -1.5118 2.7089 5.1721  0.1012
H14 -0.1617 0.7052 5.6729  0.1051
H15 -0.3201 -1.2956 4.2244  0.1190
H16 -0.3098 -2.8131 -0.3050  0.1337
H17 2.7076 -1.7812 -3.3239  0.1224
H18 3.5918 -1.6270 -1.7810  0.1231
H19 4.4379 -3.5601 -3.1094  0.0752
H20 2.8130 -4.2641 -3.1235  0.0769
H21 3.6908 -4.1114 -1.6010  0.0770

Electronic energy in a.u.: -1130.4197
Max |F| in eV/A: 0.65
Energy above the lowest of the compared OMol25 structures with the same formula, charge and spin in kcal per mole: 68.5
SMILES: C=C(C)COc1ccc([C@@H]2NC(=O)c3ccccc3O2)cc1OCC